Record 1
{
  "formula": "C24H72N6O9",
  "method": "the ωB97M-V functional and the def2-TZVPD basis",
  "elements": ["C", "O", "C", "C", "C", "N", "H", "H", "H", "H", "H", "H", "H", "H", "H", "H", "H", "C", "O", "C", "C", "C", "N", "H", "H", "H", "H", "H", "H", "H", "H", "H", "H", "H", "C", "O", "C", "C", "C", "N", "H", "H", "H", "H", "H", "H", "H", "H", "H", "H", "H", "C", "O", "C", "C", "C", "N", "H", "H", "H", "H", "H", "H", "H", "H", "H", "H", "H", "C", "O", "C", "C", "C", "N", "H", "H", "H", "H", "H", "H", "H", "H", "H", "H", "H", "C", "O", "C", "C", "C", "N", "H", "H", "H", "H", "H", "H", "H", "H", "H", "H", "H", "O", "H", "H", "O", "H", "H", "O", "H", "H"],
  "positions_angstrom": [[10.7948, 11.6882, 10.3853], [9.7370, 12.2995, 9.7220], [8.4979, 11.6028, 9.7796], [8.4850, 10.3848, 8.8388], [8.8388, 10.7092, 7.3745], [7.1027, 9.7937, 8.8336], [10.4399, 11.0987, 11.2468], [11.4626, 12.4445, 10.7963], [11.3257, 11.0309, 9.7082], [8.2460, 11.2862, 10.8140], [7.6878, 12.2659, 9.4744], [9.1878, 9.6512, 9.2082], [8.0398, 11.2957, 6.9012], [8.9044, 9.7856, 6.8047], [9.7723, 11.2661, 7.2596], [7.0932, 8.8588, 8.4523], [6.8218, 9.7125, 9.8025], [10.9913, 16.7069, 14.6914], [11.7028, 17.8953, 14.9574], [12.8676, 17.7644, 15.7545], [13.4358, 19.1353, 16.0344], [13.9555, 19.7692, 14.8186], [14.4660, 18.9263, 17.0345], [10.8148, 16.1175, 15.6122], [11.5000, 16.0395, 14.0157], [10.0258, 17.0224, 14.3176], [12.6091, 17.2946, 16.7074], [13.6396, 17.1573, 15.2565], [12.5969, 19.7699, 16.3285], [14.8394, 19.2921, 14.4228], [14.1390, 20.8177, 15.0163], [13.2089, 19.6572, 14.0443], [14.1113, 19.0120, 17.9774], [15.1089, 19.7034, 16.9778], [12.2117, 15.3253, 19.8823], [11.4904, 14.7300, 18.8752], [12.3202, 14.0650, 17.9448], [11.4141, 13.3516, 16.9415], [10.6561, 12.1390, 17.5204], [12.0825, 13.0025, 15.6723], [12.6184, 16.2911, 19.5639], [13.0963, 14.7171, 20.1873], [11.5836, 15.3882, 20.7722], [12.9561, 14.7920, 17.4083], [12.9979, 13.3791, 18.4378], [10.6402, 14.0828, 16.7168], [10.2987, 12.3616, 18.5209], [11.2768, 11.2283, 17.5591], [9.8356, 11.8751, 16.8707], [12.5617, 12.1200, 15.7271], [12.7359, 13.7227, 15.4170], [8.4784, 9.1384, 12.9504], [9.5829, 8.2753, 13.0861], [9.9315, 7.8546, 14.4124], [10.7471, 8.9204, 15.1759], [11.9399, 9.3374, 14.3479], [11.1527, 8.4014, 16.4850], [7.6291, 8.7388, 13.5531], [8.1926, 9.0691, 11.8909], [8.7501, 10.1757, 13.1779], [8.9965, 7.6688, 15.0175], [10.6071, 7.0053, 14.2344], [10.1343, 9.8076, 15.3419], [11.6117, 9.6680, 13.3688], [12.6416, 8.4923, 14.2226], [12.4898, 10.1869, 14.7715], [11.1685, 9.1011, 17.1969], [12.0797, 8.0215, 16.3961], [5.9254, 16.8964, 13.0936], [6.6710, 15.8266, 13.5709], [5.8160, 14.8453, 14.1648], [6.7742, 13.7555, 14.6456], [7.8195, 14.4226, 15.5148], [7.3913, 13.0452, 13.5315], [6.6130, 17.7522, 13.0015], [5.1373, 17.1537, 13.8110], [5.3990, 16.6214, 12.1719], [5.3474, 15.3106, 15.0521], [5.0742, 14.4933, 13.4225], [6.1240, 13.0245, 15.1479], [7.3936, 15.0577, 16.3006], [8.4267, 15.0411, 14.8601], [8.4341, 13.6578, 15.9790], [7.6268, 13.7331, 12.8346], [8.2936, 12.6846, 13.8311], [12.4446, 15.7417, 9.8619], [13.0291, 17.0137, 9.9051], [12.3100, 17.9400, 10.6909], [13.2274, 19.1298, 10.6855], [13.4578, 19.6791, 9.3160], [14.4617, 18.7185, 11.3375], [12.2014, 15.3434, 10.8549], [13.0516, 15.0867, 9.2412], [11.4250, 15.7943, 9.4593], [11.2932, 18.1516, 10.3143], [12.2225, 17.6076, 11.7280], [12.6552, 19.8863, 11.2379], [12.5113, 19.8092, 8.7689], [14.0318, 19.0027, 8.6655], [13.9528, 20.6587, 9.3664], [14.8333, 17.9453, 10.8060], [15.1528, 19.4401, 11.2661], [13.3932, 12.9416, 12.0575], [13.9136, 12.5513, 11.3396], [13.5573, 13.8903, 12.0251], [9.5011, 15.7043, 11.9073], [9.8297, 14.8777, 12.3295], [8.6367, 15.8406, 12.3464], [10.6708, 13.4169, 13.2492], [10.8902, 13.3473, 14.2184], [11.3970, 12.9599, 12.8218]],
  "forces_ev_per_angstrom": [[-0.09, -0.40, 0.74], [-1.21, 0.53, -0.08], [0.02, -0.50, -0.33], [-0.93, -0.14, -0.82], [-0.25, 0.34, 0.27], [0.72, 0.85, 0.51], [0.04, -0.03, -0.14], [-0.01, 0.06, -0.36], [0.41, -0.31, -0.12], [0.34, 0.10, -0.28], [0.24, 0.30, -0.12], [0.50, -0.25, 0.22], [0.11, -0.02, 0.29], [0.13, -0.16, -0.04], [-0.03, -0.14, 0.18], [0.19, -0.09, -0.11], [-0.28, -0.15, 0.09], [-0.05, 0.15, 1.16], [0.24, 0.10, 0.06], [-0.56, -0.34, -0.41], [-0.88, -0.87, 0.57], [0.29, 0.34, -1.06], [0.50, 0.70, 0.46], [0.04, 0.29, 0.01], [0.23, -0.12, -0.66], [-0.06, -0.19, -0.36], [-0.04, -0.21, 0.14], [-0.10, -0.05, 0.00], [-0.13, -0.02, 0.59], [0.49, -0.17, 0.04], [0.19, 0.34, -0.21], [-0.22, 0.28, -0.28], [-0.33, -0.29, 0.10], [0.39, 0.04, -0.12], [1.26, 0.01, 1.17], [-0.34, -0.97, -0.84], [-0.32, 0.24, -0.65], [-0.27, -0.31, 0.09], [0.94, -0.01, -0.27], [-0.76, 0.20, 0.67], [-0.18, 0.19, 0.19], [-0.44, 0.15, -0.20], [-0.04, 0.41, -0.15], [-0.15, -0.01, 0.03], [0.21, -0.40, 0.37], [-0.08, 0.22, -0.18], [-0.12, 0.02, 0.03], [0.15, 0.40, 0.15], [-0.45, 0.07, -0.13], [0.23, -0.18, 0.07], [0.35, 0.16, -0.16], [-0.23, -0.67, -0.04], [0.42, -0.46, 0.34], [-0.49, 0.99, -0.04], [0.15, 0.21, 0.03], [0.49, 0.20, -0.32], [-0.43, -0.58, -0.55], [0.38, 0.65, -0.18], [0.01, 0.18, 0.28], [-0.35, -0.04, 0.20], [0.96, -0.44, -0.60], [-0.60, -0.15, 0.44], [-0.26, -0.02, 0.00], [0.02, -0.10, -0.31], [-0.23, 0.29, -0.01], [-0.08, -0.27, 0.18], [-0.01, 0.40, 0.29], [0.26, -0.20, 0.22], [-0.31, 0.71, 0.02], [-0.26, -0.47, 0.08], [1.08, -0.02, -0.15], [-1.04, -0.14, -0.13], [-0.11, -0.16, 0.47], [-0.04, -0.10, -0.11], [-0.44, -0.26, -0.37], [0.07, 0.22, 0.10], [0.27, 0.30, -0.22], [-0.20, -0.27, -0.39], [0.19, 0.05, 0.39], [0.38, 0.17, 0.47], [0.05, -0.13, -0.07], [0.21, 0.05, 0.14], [0.24, -0.06, 0.16], [0.15, 0.16, -0.44], [-0.07, -0.07, -0.09], [-1.25, 0.07, 0.01], [-0.30, -0.79, -0.09], [0.42, -0.07, -0.07], [-0.74, 0.37, 0.36], [-0.21, 0.39, -1.53], [-0.12, 0.08, 0.55], [0.69, -0.15, 0.24], [0.07, -0.06, 0.20], [0.10, 0.03, -0.49], [0.37, -0.11, -0.16], [-0.12, -0.30, 0.06], [0.59, 0.13, 0.43], [0.08, 0.20, 0.25], [0.09, 0.17, 0.43], [-0.01, -0.26, -0.09], [-0.02, -0.26, -0.07], [0.30, 0.51, 0.07], [0.19, -0.19, 0.00], [-0.17, 0.22, 0.24], [0.05, 0.01, -0.13], [-0.55, -0.46, 0.63], [-0.01, 0.46, -0.27], [0.52, -0.03, -0.34], [-0.44, 0.14, 0.93], [0.09, -0.10, -0.90], [0.35, -0.15, -0.18]],
  "lowdin_charge": [-0.12, -0.18, -0.19, -0.42, -0.06, 0.03, 0.09, 0.05, 0.09, 0.11, 0.13, 0.12, 0.08, 0.07, 0.07, 0.06, 0.05, -0.10, -0.18, -0.21, -0.48, -0.08, 0.05, 0.08, 0.07, 0.08, 0.11, 0.13, 0.14, 0.08, 0.08, 0.07, 0.07, 0.07, -0.14, -0.18, -0.21, -0.40, -0.03, 0.06, 0.08, 0.10, 0.09, 0.12, 0.12, 0.10, 0.08, 0.07, 0.06, 0.06, 0.08, -0.11, -0.22, -0.18, -0.45, -0.06, 0.05, 0.10, 0.07, 0.07, 0.13, 0.13, 0.12, 0.07, 0.09, 0.06, 0.04, 0.06, -0.12, -0.24, -0.18, -0.43, -0.05, 0.06, 0.10, 0.08, 0.09, 0.13, 0.14, 0.14, 0.09, 0.06, 0.06, 0.05, 0.04, -0.10, -0.20, -0.21, -0.47, -0.08, 0.06, 0.07, 0.09, 0.09, 0.14, 0.12, 0.14, 0.08, 0.08, 0.08, 0.07, 0.07, -0.06, 0.06, 0.04, -0.09, 0.00, 0.01, -0.09, 0.02, -0.01],
  "orbital_gap_ev": 9.4,
  "total_energy_ha": -1963.17958,
  "homo_ha": -0.3333,
  "charge": 0
}

***

Record 2
{
  "formula": "C24H72N8O12",
  "method": "the ωB97M-V functional and the def2-TZVPD basis",
  "elements": ["N", "C", "N", "O", "H", "H", "H", "H", "N", "C", "N", "O", "H", "H", "H", "H", "N", "C", "N", "O", "H", "H", "H", "H", "N", "C", "N", "O", "H", "H", "H", "H", "C", "C", "C", "O", "H", "H", "H", "H", "H", "H", "H", "H", "C", "C", "C", "O", "H", "H", "H", "H", "H", "H", "H", "H", "C", "C", "C", "O", "H", "H", "H", "H", "H", "H", "H", "H", "C", "C", "C", "O", "H", "H", "H", "H", "H", "H", "H", "H", "C", "C", "C", "O", "H", "H", "H", "H", "H", "H", "H", "H", "C", "C", "C", "O", "H", "H", "H", "H", "H", "H", "H", "H", "C", "O", "H", "H", "H", "H", "C", "O", "H", "H", "H", "H"],
  "positions_angstrom": [[0.7850, 0.1804, -2.7365], [0.7240, -1.1216, -2.8975], [0.7700, -1.4736, -4.1475], [0.6150, -2.0176, -1.8415], [0.4070, 0.4474, -1.7905], [0.5430, 0.8124, -3.6215], [0.7030, -2.4746, -4.3375], [0.9840, -0.7716, -4.8245], [-1.2910, 3.3954, -2.8605], [-1.9790, 3.6644, -1.7905], [-3.1010, 4.2334, -2.0925], [-1.5690, 3.3394, -0.4855], [-0.4410, 2.8104, -2.8775], [-1.5220, 3.9434, -3.6905], [-3.6290, 4.6094, -1.2975], [-3.2490, 4.7214, -3.0375], [3.0840, 0.0304, 3.8175], [1.9200, -0.3826, 4.2415], [1.7170, -1.6326, 4.0665], [0.8650, 0.4674, 4.4885], [3.2220, 0.9824, 4.1245], [3.9150, -0.5866, 3.5075], [0.6940, -1.9016, 4.2675], [2.4280, -2.3056, 3.8025], [2.4420, -1.6956, 1.2135], [3.2230, -1.0436, 0.3875], [3.0330, -1.5036, -0.8175], [4.1850, -0.0986, 0.6665], [2.5450, -1.2876, 2.1755], [1.7240, -2.4386, 1.1285], [3.5920, -1.0296, -1.5325], [2.1250, -1.9826, -1.0835], [-2.9320, -1.3716, -1.8965], [-2.6180, -0.6566, -3.1635], [-3.8090, -0.6766, -4.1055], [-2.3200, 0.4694, -2.9195], [-2.7480, -2.4496, -2.0805], [-3.9490, -1.1316, -1.5485], [-2.3810, -1.0816, -0.9735], [-1.7330, -1.1186, -3.5815], [-3.5270, -0.2776, -5.0755], [-4.5500, 0.0304, -3.6705], [-4.1290, -1.6746, -4.2345], [-1.6000, 0.3004, -2.3695], [4.1050, 3.3284, 1.3125], [4.4290, 2.9784, -0.1575], [5.0420, 4.0604, -1.0655], [5.2610, 2.0564, -0.1545], [4.8670, 4.0514, 1.5915], [4.1530, 2.5054, 2.0225], [3.1600, 3.8684, 1.3695], [3.5440, 2.5654, -0.6925], [4.3460, 4.8734, -1.2525], [5.4480, 3.7784, -2.0125], [5.8570, 4.6334, -0.6465], [4.9280, 1.3124, 0.3945], [2.0280, 4.2374, -4.5545], [1.9890, 4.1664, -3.0965], [1.3330, 5.3874, -2.3615], [1.5720, 3.0714, -2.7025], [2.5160, 5.1634, -4.8595], [1.0070, 3.9224, -4.9495], [2.6770, 3.4234, -4.9015], [2.9310, 4.2424, -2.6745], [0.2610, 5.4664, -2.4155], [1.7470, 6.2974, -2.7645], [1.6710, 5.3554, -1.3475], [2.0040, 2.2944, -3.0835], [-1.7760, -4.8266, 4.2015], [-1.4290, -3.4256, 4.6205], [-0.3160, -3.6036, 5.6465], [-1.0090, -2.6636, 3.7135], [-2.3920, -5.2366, 5.0705], [-0.8560, -5.3356, 3.9165], [-2.4520, -4.8616, 3.3865], [-2.2090, -2.8826, 5.1665], [0.5020, -4.1046, 5.1975], [-0.5570, -4.2256, 6.3545], [0.0780, -2.6986, 6.0755], [-1.7590, -2.2186, 3.3105], [0.8040, 1.7184, 0.9615], [-0.1250, 0.5974, 0.5305], [-1.1380, 0.1574, 1.5585], [-0.7080, 0.8674, -0.5495], [1.2910, 2.0954, 0.1095], [1.5670, 1.3634, 1.7065], [0.2420, 2.6124, 1.2305], [0.5730, -0.3126, 0.4235], [-1.7910, 0.9764, 1.7655], [-0.8310, 0.0254, 2.6205], [-1.6360, -0.8146, 1.3565], [-1.1640, 1.7474, -0.4435], [-0.9760, -3.6426, 0.2435], [0.0820, -4.4536, 0.9425], [1.0380, -5.0376, -0.1665], [0.7740, -3.7186, 1.7335], [-0.5260, -2.7126, -0.0125], [-1.7890, -3.3356, 0.8855], [-1.3910, -4.1466, -0.5945], [-0.3620, -5.2826, 1.5715], [1.9150, -5.4616, 0.2925], [1.4580, -4.1506, -0.6605], [0.6430, -5.7246, -0.8815], [0.1620, -3.2156, 2.3015], [-4.7520, 1.0654, 0.0745], [-5.5030, 0.5914, -0.9845], [-3.6670, 0.7924, -0.0095], [-5.1850, 0.8324, 1.0025], [-4.6850, 2.1384, -0.0195], [-5.5880, 1.2604, -1.6405], [-4.0800, -1.7086, 1.9215], [-3.8190, -2.6676, 2.8795], [-3.5720, -2.0226, 1.0055], [-3.6270, -0.7686, 2.1965], [-5.0810, -1.5246, 1.7865], [-4.4270, -3.3526, 2.6995]],
  "forces_ev_per_angstrom": [[-0.82, 3.35, -0.19], [-0.53, -3.89, 5.09], [0.08, -2.83, -1.61], [0.13, 3.92, -5.19], [0.33, 0.69, -0.90], [0.51, -1.89, 2.97], [0.21, 0.77, -0.33], [-0.01, -0.33, -0.56], [2.43, -0.88, -2.10], [3.32, -2.56, 6.21], [-4.11, 3.38, -0.27], [-2.49, 1.45, -6.03], [-0.56, 1.06, 0.43], [0.35, -0.82, 0.30], [0.31, -0.13, -0.70], [0.28, -1.28, 2.28], [3.91, 1.26, -0.15], [-5.64, 5.06, -0.14], [-3.76, -4.50, 1.10], [4.99, -3.58, -0.32], [0.73, 0.06, -0.57], [-2.03, 1.66, 0.94], [2.38, 0.11, -0.76], [-0.42, 0.12, 0.36], [0.22, 1.59, 5.36], [3.77, 2.86, 0.14], [0.51, 0.12, -3.63], [-4.47, -4.53, -0.16], [-0.71, -0.83, -1.76], [0.80, 0.47, -0.53], [-0.55, -0.46, 0.28], [1.25, 0.90, 0.15], [-0.89, -2.14, 1.82], [-4.06, -11.83, -3.08], [0.47, 1.02, 0.09], [2.57, 14.71, 1.60], [-0.56, 0.30, 0.55], [-0.09, -0.51, -0.55], [0.58, -0.02, -1.06], [0.13, -1.52, -1.04], [0.11, 0.09, -0.23], [0.13, -0.84, -0.22], [-0.93, -0.96, -0.12], [2.25, 1.57, 2.28], [-0.31, 2.09, -0.85], [-4.57, 4.31, -0.79], [-0.96, 2.06, 0.98], [6.99, -7.16, 0.52], [0.24, 0.09, 0.38], [-0.21, -0.29, -0.46], [-0.23, -0.15, 0.33], [-0.83, 0.87, 0.20], [-0.52, 0.09, -0.20], [-0.18, -1.07, -0.63], [0.55, -0.28, 0.89], [0.29, -0.14, -0.71], [-0.30, -0.59, -1.70], [2.12, 8.41, -0.98], [0.31, -0.68, -0.92], [-5.16, -9.80, 3.45], [-0.71, 0.08, -0.63], [1.01, 1.20, 0.03], [0.15, 0.05, -0.07], [2.90, 0.87, 0.02], [-0.46, -0.19, 0.03], [0.21, 0.33, -0.36], [-0.17, -0.16, 0.83], [0.29, 0.34, 0.29], [-1.52, -0.31, 1.49], [-1.53, -3.88, 7.04], [1.13, 2.83, -2.93], [2.74, 5.11, -6.76], [1.32, -0.22, -1.02], [-0.16, -0.46, 0.36], [-0.60, 0.14, -1.08], [-0.69, -0.69, 0.10], [1.13, -0.38, -0.93], [-1.81, -3.23, 4.22], [-0.16, 0.58, 0.18], [-0.05, 0.17, -0.46], [0.05, -0.31, 1.56], [5.18, -3.74, 6.92], [0.09, -0.89, 2.48], [-3.94, 1.73, -7.13], [1.14, 0.04, -1.40], [-0.91, 0.67, -0.47], [-0.15, -0.09, 0.89], [-0.90, 1.03, -0.36], [-1.33, 0.57, -0.55], [1.03, -0.04, -0.64], [0.05, 0.88, -0.61], [0.07, 0.24, -0.52], [-0.50, 0.05, 0.85], [-2.97, -5.20, -4.03], [0.44, 1.61, 1.40], [3.39, 3.89, 4.14], [0.45, 0.66, -0.88], [-0.46, -0.29, 0.59], [-0.30, -0.26, -0.87], [0.01, 0.18, -0.98], [0.24, -0.58, 0.43], [-0.37, -0.20, -0.37], [-0.62, -0.31, -0.32], [0.18, -0.04, 0.34], [2.37, 1.41, -1.09], [-0.93, -1.63, -0.21], [-0.85, -0.41, 0.33], [-0.47, -0.56, 1.21], [-0.12, 0.68, 0.44], [-0.01, 0.64, -0.69], [2.57, 0.64, -1.05], [0.80, 0.19, 1.55], [-0.43, 0.29, -0.45], [0.18, 0.25, 0.34], [-2.54, 0.23, -0.51], [-0.77, -1.49, 0.09]],
  "lowdin_charge": [0.16, -0.60, 0.18, -0.12, 0.09, 0.17, 0.14, 0.11, 0.18, -0.57, 0.15, -0.11, 0.10, 0.13, 0.13, 0.16, 0.15, -0.67, 0.15, -0.13, 0.12, 0.17, 0.12, 0.13, 0.17, -0.58, 0.16, -0.12, 0.07, 0.08, 0.13, 0.07, -0.03, -0.73, 0.00, 0.05, 0.10, 0.07, 0.07, 0.12, 0.08, 0.09, 0.07, 0.04, -0.02, -0.63, -0.04, -0.03, 0.07, 0.07, 0.07, 0.12, 0.06, 0.07, 0.07, 0.04, -0.03, -0.68, 0.01, -0.02, 0.09, 0.10, 0.08, 0.09, 0.05, 0.07, 0.07, 0.11, -0.03, -0.61, -0.03, -0.03, 0.12, 0.08, 0.05, 0.16, 0.08, 0.03, 0.09, 0.10, -0.01, -0.62, -0.03, -0.07, 0.05, 0.09, 0.08, 0.14, 0.08, 0.08, 0.06, 0.07, -0.04, -0.56, -0.01, -0.05, 0.05, 0.06, 0.08, 0.14, 0.07, 0.06, 0.07, 0.09, -0.17, -0.10, 0.08, 0.06, 0.07, 0.06, -0.16, -0.08, 0.07, 0.07, 0.06, 0.08],
  "orbital_gap_ev": 7.9,
  "total_energy_ha": -2298.24049,
  "homo_ha": -0.2977,
  "charge": 0
}